[1]
C5H17N2O3 | ωB97M-V/def2-TZVPD

```
27
Properties=species:S:1:pos:R:3
H -2.1646 1.4517 -1.1927
H 0.9032 -2.8694 0.1726
H -3.4180 -0.4850 -1.5447
C -2.1251 0.6927 -0.3554
C 1.8765 -1.0833 -0.0531
O -1.5960 -1.4722 -1.2218
H 1.5511 0.7471 1.0721
H 2.5060 1.0568 -0.3597
H 0.0196 0.5659 -1.4394
C -2.3884 -0.5649 -1.1169
H -0.7249 0.1516 1.2553
H -3.0866 0.9403 0.1086
O 1.0020 -1.1216 3.0543
H 2.1497 -1.3482 -1.0707
N 0.6987 -1.8904 0.3468
H -0.1731 -1.5947 -0.1328
C -0.8123 0.8330 0.3881
H -0.3788 3.4348 -2.1349
N 0.3620 0.7466 -0.5166
H 1.9087 -0.9733 3.3649
H 2.6571 -1.3361 0.6725
H -0.6873 1.7936 0.9159
C 1.6716 0.4855 0.0132
H -0.3926 2.4410 -3.2416
H 0.5626 -1.7744 1.3754
O -0.6151 2.5102 -2.3079
H 0.6939 -1.3371 3.9487
```

## Properties
DFT total energy: -14576.453 eV
charge: +1
LUMO: -2.72 eV
energy relative to the best compared isomer or geometry (same formula, charge and spin): 1.777 eV
orbital gap: 8.8 eV


[2]
C5H17N2Si | ωB97M-V/def2-TZVPD

```
25
Properties=species:S:1:pos:R:3
H -1.4899 -0.6325 -2.5784
H -2.2918 2.1037 0.9651
H -2.5149 -1.8225 0.8650
H 2.5809 -1.0523 1.2528
H -3.5016 0.8511 1.0216
H 3.3697 -1.1848 -0.9560
Si -1.2982 0.0952 -0.0648
H -2.3767 0.5843 2.0841
C 1.8888 -0.8086 0.5081
N 2.5862 -0.5591 -0.7802
H 1.0980 -1.5223 0.4256
C -2.4782 1.0144 1.0857
H -0.3072 0.7127 -2.3178
C -1.2706 0.2803 -1.9333
H -1.7042 -2.3963 -0.5482
N 1.8606 1.5524 0.2941
H -2.0884 0.9761 -2.0465
C 1.1387 0.5086 0.8005
H -0.8817 -2.2743 0.9545
C -1.6392 -1.7391 0.3365
H 1.8154 -0.7862 -1.3937
H 1.4554 2.3066 -0.3196
H 2.5699 2.0096 0.8994
H 2.5365 1.0006 -0.4626
H 0.9426 0.7825 1.9080
```

## Properties
DFT total energy: -16310.298 eV
charge: +1
LUMO: -2.95 eV
energy relative to the best compared isomer or geometry (same formula, charge and spin): 2.407 eV
orbital gap: 9.8 eV


[3]
C5H17N3 | ωB97M-V/def2-TZVPD

```
25
Properties=species:S:1:pos:R:3
H -3.1829 -4.2251 -1.1070
H -1.0090 0.9722 1.7076
C -2.5024 -2.1851 -1.0462
N -0.7891 0.4969 0.8285
C 0.6450 0.5416 0.5114
H 4.3578 1.8287 -0.6190
H 3.0687 2.8040 0.9410
H -1.9802 -0.6982 0.4756
H 0.6839 0.5888 -0.6829
H 0.8983 2.7423 0.7793
C 3.3051 1.5881 -0.5695
H 2.7805 1.9069 -1.3529
C -3.5044 -3.2428 -1.3753
H -4.2481 -3.2022 -0.6284
H -3.9440 -3.1190 -2.4339
N -2.6327 -1.4915 0.0141
H -3.4104 -1.6028 0.6601
H 3.3420 0.4664 -0.9089
H 1.2345 -0.3109 0.9896
H 1.0608 1.6860 2.2682
N 2.7700 1.9081 0.8057
H -1.5529 -2.0583 -1.4900
H 3.3618 1.2618 1.4083
H -1.2350 1.1093 0.1588
C 1.3011 1.7351 1.1722
```

## Properties
DFT total energy: -9913.369 eV
charge: +2
LUMO: -6.61 eV
energy relative to the best compared isomer or geometry (same formula, charge and spin): 1.289 eV
orbital gap: 11.6 eV


[4]
C5H17N3O | ωB97M-V/def2-TZVPD

```
26
Properties=species:S:1:pos:R:3
N -0.8704 -1.9014 0.4055
C -0.2736 -0.8033 -1.7852
C 1.1436 2.2041 1.1663
H -2.0803 0.2011 -2.1602
H 1.3978 -0.7309 2.7817
H 0.4148 -0.1273 -2.4209
C -1.6366 -0.6493 -2.5556
H -0.2228 0.6582 1.7699
O 1.1997 -1.7378 2.8065
C -0.3409 -0.6274 -0.2734
H -1.8654 -1.7195 0.6843
N 0.8012 0.8280 1.4315
H -2.2598 -1.4008 -2.3388
H -0.6873 -2.7720 0.1405
H -1.5341 -0.6063 -3.6365
H -0.7935 2.9144 0.4993
N 0.2067 3.0018 0.3299
H 2.2033 2.2327 0.6897
H 1.7778 0.4221 -0.3938
H 0.1360 -1.8498 -1.9304
H 1.6525 -0.9655 0.8194
H 0.3705 -1.9570 2.3634
H 0.2464 2.7224 -0.7403
H -1.2627 0.0448 -0.1411
C 1.0637 -0.1259 0.3760
H 1.2132 2.7443 2.1122
```

## Properties
2S+1: 2
DFT total energy: -11967.890 eV
charge: +1
LUMO (alpha / beta): -3.12 / -8.16 eV
energy relative to the best compared isomer or geometry (same formula, charge and spin): 1.995 eV
<S²>: 0.7568
orbital gap (alpha / beta): 10.8 / 5.5 eV


[5]
C5H17N4 | ωB97M-V/def2-TZVPD

```
26
Properties=species:S:1:pos:R:3
H -2.5725 1.9427 -0.8439
H 1.1453 -1.6052 -2.4738
H 1.0329 -2.6138 0.2435
N -0.6325 1.1267 -0.6489
N -0.3514 1.4882 0.6968
H -0.9612 -0.2177 3.6413
H 0.1948 0.3922 -2.3563
H -1.4899 -0.1342 1.1465
C -2.0277 0.9748 -1.1406
H 2.0318 -3.0197 -1.0282
H -0.1844 2.4355 0.7061
H 2.2694 0.5607 -1.6202
H -0.1214 -2.2735 -1.6615
C -1.0561 0.7432 1.6988
N 0.5803 -1.6225 -1.5864
H 0.5100 -0.5728 2.5617
C -0.2086 0.2221 2.9181
H -1.8008 1.2973 2.1268
H -2.4802 0.2098 -0.5103
H 1.7369 0.9809 0.0919
C 1.5211 -2.2293 -0.6973
H 2.2550 -1.3327 -0.4045
H 0.3919 0.9905 3.5833
N 1.6810 0.7121 -0.8887
H -1.8570 0.8763 -2.2001
C 0.3934 0.6684 -1.3544
```

## Properties
DFT total energy: -11412.102 eV
charge: +1
LUMO: -2.65 eV
energy relative to the best compared isomer or geometry (same formula, charge and spin): 1.236 eV
orbital gap: 10.7 eV


[6]
C5H17N4P2 | ωB97M-V/def2-TZVPD

```
28
Properties=species:S:1:pos:R:3
H 0.0036 0.0853 1.7912
P 0.7470 -1.0333 -0.2018
C -2.3707 2.3403 0.3554
H 2.5355 0.6108 1.3670
H 0.4073 -1.4383 3.3028
H 3.2372 0.5127 -0.2408
C -1.2110 -2.5711 -1.4793
H 1.2434 2.2579 -1.6498
H 2.5760 2.1029 0.1345
H -0.1317 -2.7121 2.0325
H -2.0871 2.2866 1.4598
H 0.3366 0.7275 -2.3422
N 0.2493 -0.8166 1.4590
P -2.2189 -0.1412 -0.7645
H 2.1067 0.6764 -2.1804
C 2.4082 0.9206 0.3189
N -0.9252 -1.0431 -0.9934
N -1.6021 1.2465 -0.1366
H -3.3865 2.2022 -0.0400
C 0.4850 -1.9172 2.3528
N 1.1014 0.6674 -0.3951
H -1.1537 -3.0865 -0.4924
H -2.1661 -2.5069 -1.8895
C 1.2013 1.0799 -1.8013
H -0.4823 -2.7050 -2.2127
H -1.9695 3.2288 0.0193
H 1.5421 -2.1720 2.1837
H -0.4759 1.1976 0.0430
```

## Properties
DFT total energy: -29991.018 eV
charge: +1
SMILES: CNP(N(C)C)N(C)/P=[NH+]/C
LUMO: -4.11 eV
energy relative to the best compared isomer or geometry (same formula, charge and spin): 3.342 eV
orbital gap: 8.5 eV


[7]
C5H17N4P2 | ωB97M-V/def2-TZVPD

```
28
Properties=species:S:1:pos:R:3
H 0.0402 -3.0037 2.4585
H 3.0101 1.9143 -0.7088
H 1.6385 2.9250 -0.2024
C -1.2285 0.8781 -0.7570
N 1.9278 0.9455 1.8130
C -1.7922 -0.5165 -1.0261
H -0.6586 1.2189 -1.6231
H -2.3394 -0.8611 -0.1458
H -2.0511 1.5801 -0.5952
H 2.7261 1.5595 1.8452
H 1.5278 1.9491 -1.6712
C 0.0548 -1.9137 2.4536
N -0.3601 0.9450 0.4116
H 2.3348 -0.5549 -1.4355
H -2.1904 -0.1934 -3.1268
P 1.2529 0.6358 0.3597
C 1.9246 1.9801 -0.6594
C -2.7214 -0.5109 -2.2329
H -0.9763 -1.5536 2.4664
N 0.7399 -1.3716 1.3168
H -0.8091 0.6233 1.2600
H 0.5326 -1.5672 3.3728
H -3.5543 0.1675 -2.0694
H -3.1203 -1.5059 -2.4066
N 1.8206 -0.6910 -0.5781
P 1.3749 -2.1561 0.1091
H 1.8640 0.2939 2.5770
H -0.9681 -1.2163 -1.2056
```

## Properties
DFT total energy: -29994.360 eV
charge: +1
LUMO: -3.99 eV
energy relative to the best compared isomer or geometry (same formula, charge and spin): 0.000 eV
orbital gap: 9.2 eV


[8]
C5H17NO2 | ωB97M-V/def2-TZVPD

```
25
Properties=species:S:1:pos:R:3
H 1.4828 1.3803 1.0039
C -0.8380 -0.7351 1.9153
H 2.5385 0.2909 1.7670
H 3.1679 1.2247 0.3797
H -0.8348 -2.0997 0.3462
O -1.6391 2.9183 -0.2306
H -1.1684 3.0854 0.6085
C -0.0644 -1.5007 0.8266
H -0.4653 -1.0105 2.9098
C 1.8902 -0.4333 -0.2314
H -1.4748 1.9590 -0.2991
C -0.0097 -1.1178 -1.5777
H 0.7639 -2.0773 1.2399
C 2.3002 0.6948 0.7766
N 0.4424 -0.5960 -0.2481
H -2.4024 1.8447 -2.4818
O -2.3231 0.9214 -2.2177
H -0.8939 -0.5429 -1.8844
H 0.7572 -0.8871 -2.3163
H 2.4767 -1.2737 0.1660
H -1.9032 -0.9809 1.9593
H -0.2580 -2.1792 -1.5572
H -2.8763 0.8009 -1.4302
H -0.8099 0.3446 1.7816
H 2.1414 -0.0310 -1.2060
```

## Properties
2S+1: 2
DFT total energy: -11043.589 eV
charge: -1
LUMO (alpha / beta): 3.77 / 3.62 eV
energy relative to the best compared isomer or geometry (same formula, charge and spin): 1.655 eV
<S²>: 0.7505
orbital gap (alpha / beta): 2.7 / 8.9 eV


[9]
C5H17NO2 | ωB97M-V/def2-TZVPD

```
25
Properties=species:S:1:pos:R:3
H -2.5350 0.9995 -1.9443
H -0.6236 2.9000 1.3496
C 0.2975 -1.0279 0.9246
N 0.0216 -0.4530 -0.3795
C -1.6961 0.3181 -1.9934
H 1.1004 1.7392 -1.1652
O 1.3722 1.9028 -2.0783
H -0.6183 -2.9859 0.8854
C 0.3818 -2.5435 0.9450
H -1.8740 0.1566 0.1515
H 0.7958 -2.8486 1.8975
H -1.8899 -1.4010 -0.7015
H 1.7360 0.6277 1.4932
H -0.2718 1.3995 1.5518
C -1.4362 -0.3981 -0.6801
H -0.8684 0.9573 -2.2822
H 1.6010 1.0268 -2.4222
C 1.5957 -0.4465 1.4915
H 0.4372 -1.0542 -1.0865
H 1.7116 -0.7346 2.5406
H 0.9399 -2.9299 0.0845
H -1.8098 -0.4033 -2.8127
H 2.4429 -0.8304 0.8978
H -0.5028 -0.7449 1.5938
O -0.6902 2.1696 1.9680
```

## Properties
DFT total energy: -11045.615 eV
SMILES: CCNC(C)C.O.O
LUMO: 0.75 eV
energy relative to the best compared isomer or geometry (same formula, charge and spin): 0.641 eV
orbital gap: 10.2 eV


[10]
C5H17NO3 | ωB97M-V/def2-TZVPD

```
26
Properties=species:S:1:pos:R:3
H 1.0178 -1.0643 2.5075
H -1.4593 0.1725 -2.7764
C -0.6889 0.2082 0.9690
C -1.3042 -1.2320 -0.9922
H 0.3020 2.3654 2.2235
H 0.5593 -1.9168 -3.4505
H 1.1985 -1.0101 -2.3835
O 2.3449 1.3844 0.0661
H 2.5740 1.0583 -0.8099
C -1.0639 -0.8086 -2.4518
H -0.0960 0.0200 1.8591
O -0.5374 2.5315 1.8115
C -0.6342 1.7075 0.6859
H -2.3143 -0.9989 -0.6678
C 0.3290 -0.9132 -3.0434
H 0.5442 -0.3930 -0.5118
H -1.2146 -2.3192 -0.9651
H 0.0658 1.9490 -0.1117
H -1.5453 1.9763 0.1252
H 1.7520 0.7428 0.4437
H 0.5166 -0.1797 -3.8200
H -1.7634 -1.4991 -2.9526
O 1.1681 -1.9928 2.6829
H -1.7284 -0.0055 1.2268
H 0.3208 -2.3852 2.4670
N -0.2729 -0.7658 -0.0523
```

## Properties
DFT total energy: -13091.655 eV
SMILES: CCCNCCO.O.O
LUMO: 0.58 eV
energy relative to the best compared isomer or geometry (same formula, charge and spin): 1.957 eV
orbital gap: 9.7 eV


What did the fifth record say?
C5H17N4 | ωB97M-V/def2-TZVPD

```
26
Properties=species:S:1:pos:R:3
H -2.5725 1.9427 -0.8439
H 1.1453 -1.6052 -2.4738
H 1.0329 -2.6138 0.2435
N -0.6325 1.1267 -0.6489
N -0.3514 1.4882 0.6968
H -0.9612 -0.2177 3.6413
H 0.1948 0.3922 -2.3563
H -1.4899 -0.1342 1.1465
C -2.0277 0.9748 -1.1406
H 2.0318 -3.0197 -1.0282
H -0.1844 2.4355 0.7061
H 2.2694 0.5607 -1.6202
H -0.1214 -2.2735 -1.6615
C -1.0561 0.7432 1.6988
N 0.5803 -1.6225 -1.5864
H 0.5100 -0.5728 2.5617
C -0.2086 0.2221 2.9181
H -1.8008 1.2973 2.1268
H -2.4802 0.2098 -0.5103
H 1.7369 0.9809 0.0919
C 1.5211 -2.2293 -0.6973
H 2.2550 -1.3327 -0.4045
H 0.3919 0.9905 3.5833
N 1.6810 0.7121 -0.8887
H -1.8570 0.8763 -2.2001
C 0.3934 0.6684 -1.3544
```

## Properties
DFT total energy: -11412.102 eV
charge: +1
LUMO: -2.65 eV
energy relative to the best compared isomer or geometry (same formula, charge and spin): 1.236 eV
orbital gap: 10.7 eV


- Among the records above, which one has the highest energy relative to the best compared isomer or geometry (same formula, charge and spin)?
  number 6


- Which formula does entry 3 have?
  C5H17N3